This record from the Open Molecules 2025 dataset describes 5 unconnected molecules or ions with the total composition C26H63BN5O14S at a distorted geometry. The level of theory is the ωB97M-V functional and the def2-TZVPD basis.

The geometry in XYZ format:
```
110
Properties=species:S:1:pos:R:3
N -7.78249 4.28845 5.12499
B -6.38101 4.44381 5.28368
O -5.67742 5.48650 4.78563
N -5.56580 3.38673 5.99534
O -4.66307 2.70205 5.17558
C -5.46821 3.00241 7.26557
N -4.71994 1.96580 7.68935
C -4.87750 1.92937 8.99107
N -5.67903 2.89247 9.43098
N -6.07597 3.61477 8.32415
S -7.02597 5.02125 8.47120
H -8.18619 3.44777 5.51585
H -8.34128 5.08067 5.41397
H -6.06276 5.80846 3.96383
H -5.16158 1.99632 4.73911
H -4.40799 1.20967 9.64472
H -5.95589 3.13176 10.37149
H -8.10563 4.37998 8.94835
C -1.06361 2.15883 6.04470
O -0.19120 1.37620 6.82275
C -0.38266 1.61011 8.20298
C 0.23489 0.51520 9.04173
O -0.55909 -0.65804 9.11931
C -0.54301 -1.51539 7.98503
C 0.71032 -2.35120 7.86418
O 1.76816 -1.58027 7.33082
C 3.03294 -2.15031 7.58641
H -0.91765 3.23183 6.22879
H -0.85702 1.94947 4.99696
H -2.10847 1.89949 6.26045
H -1.45970 1.65935 8.42591
H 0.07386 2.57352 8.47360
H 0.29598 0.88417 10.06787
H 1.24679 0.29440 8.69672
H -0.71393 -0.95568 7.06244
H -1.38174 -2.19819 8.13552
H 0.50476 -3.20134 7.19837
H 0.98238 -2.74285 8.85258
H 3.22667 -2.21788 8.66305
H 3.77951 -1.50350 7.13117
H 3.11722 -3.15166 7.14929
C -3.50026 4.72420 2.19696
O -2.10850 4.73363 2.01333
C -1.44141 4.09388 3.08702
C -0.01227 3.75462 2.72948
O 0.11581 2.58177 1.94742
C -0.20292 2.69099 0.56697
C 0.86268 3.37386 -0.25734
O 0.78288 4.78031 -0.10657
C 1.97973 5.42575 -0.47945
H -3.77714 5.23526 3.12668
H -3.95174 5.24147 1.35134
H -3.88687 3.69604 2.23095
H -1.97247 3.17002 3.35458
H -1.44443 4.76383 3.96034
H 0.51188 3.53128 3.66145
H 0.47687 4.61055 2.25906
H -1.16828 3.18156 0.41921
H -0.28305 1.66106 0.21405
H 0.71363 3.11286 -1.31443
H 1.85018 3.01045 0.05191
H 2.81697 5.10341 0.15016
H 1.82882 6.49531 -0.34882
H 2.23241 5.22848 -1.52765
C 1.55273 -2.47649 -6.48243
O 0.87400 -1.62706 -5.58708
C 1.36626 -1.74220 -4.26656
C 0.88503 -0.58995 -3.41454
O 1.61747 0.61161 -3.59508
C 1.36232 1.34797 -4.78119
C 0.06378 2.12159 -4.76053
O -1.03673 1.27407 -5.02980
C -2.25777 1.83157 -4.60856
H 1.44425 -3.52952 -6.19536
H 1.11464 -2.33397 -7.46834
H 2.61956 -2.22754 -6.52963
H 2.46415 -1.75426 -4.27092
H 1.00899 -2.68403 -3.82540
H 1.04953 -0.86435 -2.37020
H -0.18587 -0.43056 -3.56186
H 1.41301 0.70846 -5.66505
H 2.17398 2.07609 -4.83981
H 0.11007 2.90995 -5.52511
H -0.05792 2.59830 -3.77840
H -2.26567 1.99680 -3.52368
H -3.04531 1.12582 -4.86510
H -2.46007 2.78582 -5.10977
C 3.67143 -3.46102 -9.50081
O 4.21588 -4.74630 -9.32059
C 3.75544 -5.35398 -8.12935
C 4.05019 -6.83687 -8.13045
O 3.13442 -7.60611 -8.89071
C 3.28214 -7.57002 -10.30175
C 4.42501 -8.41109 -10.82214
O 5.65949 -7.73951 -10.65467
C 6.75980 -8.61651 -10.71510
H 3.94555 -2.79567 -8.67269
H 4.07415 -3.05736 -10.42728
H 2.57791 -3.50459 -9.57642
H 2.67242 -5.20275 -8.02330
H 4.25926 -4.89114 -7.26754
H 3.93503 -7.19341 -7.10467
H 5.08138 -7.01757 -8.44257
H 3.36904 -6.54412 -10.66693
H 2.35623 -7.99639 -10.69271
H 4.26077 -8.60798 -11.89116
H 4.43921 -9.37100 -10.29031
H 6.71588 -9.36455 -9.91471
H 7.66090 -8.01916 -10.59241
H 6.80784 -9.13607 -11.67950
```

## Properties
* gap between HOMO and LUMO: 6.30 eV
* spin multiplicity: 1
* HOMO level: -9.980 eV
* total charge: +1